Record 1
{"formula": "C26H25BrF4MnN2OP", "method": "ωB97M-V/def2-TZVPD", "elements": ["H", "H", "H", "C", "H", "P", "H", "C", "C", "F", "H", "C", "H", "N", "F", "C", "H", "C", "C", "C", "O", "H", "Mn", "H", "C", "H", "C", "C", "H", "H", "H", "C", "C", "H", "H", "N", "C", "H", "H", "F", "Br", "H", "C", "C", "C", "H", "C", "C", "H", "C", "H", "F", "C", "C", "C", "C", "H", "H", "C", "H", "C"], "coordinates": [[2.960337, -1.571872, -5.065631], [-2.187630, -0.691773, -4.037024], [-4.112795, 1.510864, 6.126821], [1.504041, 0.000921, -5.121375], [-2.588602, 3.441786, 4.309108], [1.484936, -0.199251, -0.547886], [1.354333, -5.112440, -0.497679], [-3.048667, 1.088109, 2.880041], [0.668853, 0.740781, -2.996897], [4.432845, -0.554101, -0.840508], [-1.072432, 2.533966, 4.180006], [2.410470, -4.327690, 1.196879], [0.036700, 1.411949, -2.419897], [-3.626435, -0.686471, -2.501688], [3.309023, 4.231745, 1.408020], [4.142260, 0.610683, -0.272777], [0.070213, 1.579086, -4.873358], [1.929637, -1.829669, 0.087051], [1.484422, -0.190228, -2.353164], [2.623096, -1.935590, 1.293666], [-0.768674, 0.246894, 2.544489], [-5.070727, -2.194375, -2.282005], [-0.623113, 0.652655, 0.507024], [0.913833, -2.905286, -1.482604], [5.190690, 1.454177, 0.077054], [-2.301851, 0.428613, 4.775279], [-4.226396, 1.345122, 5.056695], [1.457970, -2.977589, -0.549453], [1.516438, 0.076607, -6.200022], [3.418333, -3.264935, 2.766361], [-1.882582, 2.681372, 5.730496], [2.554550, 2.191795, 0.514652], [2.316930, -1.023388, -3.102924], [-3.501913, 1.960051, 2.400005], [-4.824599, 2.165049, 4.656903], [-2.016584, 0.142998, -0.855857], [-2.796909, -0.242613, -1.631802], [-3.692380, -1.556443, -4.396590], [-5.144456, -0.898004, -1.065287], [6.434131, 1.089910, -0.141967], [0.785134, 2.872734, 0.815366], [2.607634, -5.301828, 1.622385], [-3.270074, -0.670640, -3.927053], [2.810698, 0.943290, -0.054435], [0.685194, 0.840178, -4.378155], [-5.707407, -0.589012, -2.717935], [-1.788352, 0.758672, 2.184642], [1.705686, -4.222076, 0.005600], [-3.676989, 0.222663, -4.401173], [2.316669, -0.927114, -4.484379], [2.961017, -1.739644, -2.612727], [5.873864, 3.500547, 0.993793], [-4.973414, -1.122086, -2.115036], [4.905265, 2.684451, 0.654890], [-2.854410, 1.291679, 4.394144], [2.866365, -3.183777, 1.840618], [2.990785, -1.050101, 1.798759], [-4.777999, 0.415659, 4.917569], [3.576399, 3.053823, 0.868554], [-3.711271, 0.239502, 2.657860], [-2.052088, 2.559664, 4.662561]], "forces_ev_per_a": [[0.0, 0.0, 0.0], [0.0, 0.0, 0.0], [0.0, 0.0, 0.0], [0.0, 0.0, 0.0], [0.0, 0.0, 0.0], [0.0, 0.0, 0.1], [0.0, 0.0, 0.0], [0.0, 0.1, 0.0], [0.0, 0.1, 0.1], [0.1, 0.0, 0.0], [0.0, 0.0, 0.0], [0.0, 0.1, 0.0], [0.0, -0.1, 0.0], [0.0, 0.0, -0.1], [0.1, 0.0, 0.0], [-0.1, 0.1, 0.0], [0.0, 0.0, 0.0], [0.0, 0.0, 0.0], [0.1, -0.1, 0.0], [0.0, 0.0, -0.1], [0.3, -0.2, 0.1], [0.0, 0.0, 0.0], [0.1, -0.3, -0.5], [0.0, 0.0, 0.0], [-0.2, 0.0, 0.0], [0.0, 0.0, 0.0], [0.0, 0.0, 0.0], [0.0, 0.1, 0.0], [0.0, 0.0, 0.0], [0.0, 0.0, 0.0], [0.0, 0.0, 0.0], [0.1, 0.0, 0.0], [-0.1, 0.0, 0.1], [0.0, 0.0, 0.0], [0.0, 0.0, 0.0], [-0.2, 0.1, -0.1], [0.4, 0.1, 0.3], [0.0, 0.0, 0.0], [0.0, 0.0, 0.0], [0.0, 0.0, 0.0], [0.1, 0.1, 0.0], [0.0, 0.0, 0.0], [0.1, 0.0, -0.2], [0.0, 0.1, 0.0], [0.0, 0.0, 0.0], [0.0, 0.0, 0.0], [-0.4, 0.2, 0.2], [0.0, -0.1, 0.1], [0.0, 0.0, 0.0], [0.0, 0.0, 0.0], [0.0, 0.0, 0.0], [0.0, 0.0, 0.0], [-0.2, 0.0, 0.1], [-0.2, -0.1, -0.1], [0.0, 0.0, 0.0], [0.0, -0.1, 0.0], [0.0, 0.0, 0.0], [0.0, 0.0, 0.0], [0.0, -0.1, 0.0], [0.0, 0.0, 0.0], [0.0, 0.0, 0.0]], "mulliken_spin": [0.000, -0.001, -0.003, 0.000, 0.000, 0.058, 0.000, -0.133, 0.012, 0.001, 0.000, 0.003, 0.013, 0.014, -0.002, -0.005, 0.000, -0.023, -0.047, 0.011, -0.108, 0.001, 4.570, 0.000, 0.000, -0.001, -0.006, -0.002, 0.000, 0.000, 0.000, -0.017, -0.001, -0.007, 0.000, 0.015, 0.071, 0.000, 0.000, 0.000, 0.037, 0.000, 0.002, -0.030, 0.005, 0.001, -0.403, -0.001, 0.001, 0.001, 0.000, 0.000, 0.001, 0.001, -0.017, 0.000, 0.001, 0.000, -0.002, -0.006, -0.003], "molar_mass_g_mol": 623.307, "total_charge": 2, "multiplicity": 5, "total_energy_ha": -5655.76861, "largest_force_ev_per_a": 0.6, "lumo_energy_ev": [-7.222, -6.947], "homo_lumo_gap_ev": [7.023, 7.434], "e_above_lowest_kj_mol": 17.53}


Record 2
{"formula": "C5H6O2", "method": "ωB97M-V/def2-TZVPD", "elements": ["O", "C", "H", "C", "H", "C", "H", "C", "C", "H", "H", "H", "O"], "coordinates": [[3.044071, 0.186160, -0.992740], [0.245050, 1.900960, -0.227709], [-0.454720, -0.408681, 1.822483], [-1.453348, -1.228391, 0.021131], [-1.469158, -0.984760, -1.045522], [-0.793068, -0.145839, 0.821128], [1.189772, 1.427563, -0.516994], [-0.559571, 1.066264, 0.376503], [2.151582, -0.304654, -0.426490], [0.168813, 2.946883, -0.493411], [-0.937020, -2.187785, 0.146697], [-2.477801, -1.344292, 0.377661], [1.345397, -0.923427, 0.137264]], "forces_ev_per_a": [[-0.4, 0.1, 0.2], [0.3, -0.1, -0.1], [-0.3, 0.2, 0.0], [-0.2, 0.0, 0.0], [-0.1, 0.0, 0.2], [-0.7, 0.5, 0.2], [-0.3, 0.7, -0.1], [0.4, -0.4, 0.0], [0.9, -1.1, 0.0], [-0.4, -0.1, 0.2], [-0.1, 0.3, 0.1], [-0.1, -0.2, -0.2], [1.1, 0.0, -0.5]], "nbo_charge": [-0.512, -0.488, 0.222, -0.637, 0.218, -0.193, 0.169, 0.054, 1.015, 0.223, 0.223, 0.224, -0.517], "molar_mass_g_mol": 98.101, "multiplicity": 1, "total_energy_ha": -344.53593, "largest_force_ev_per_a": 1.4, "smiles": "C=C=CC.O=C=O", "lumo_energy_ev": 0.614, "homo_lumo_gap_ev": 9.829, "e_above_lowest_kj_mol": 173.23}


- Among the records above, which one has the highest multiplicity?
  C26H25BrF4MnN2OP


What did the second record say?
{"formula": "C5H6O2", "method": "ωB97M-V/def2-TZVPD", "elements": ["O", "C", "H", "C", "H", "C", "H", "C", "C", "H", "H", "H", "O"], "coordinates": [[3.044071, 0.186160, -0.992740], [0.245050, 1.900960, -0.227709], [-0.454720, -0.408681, 1.822483], [-1.453348, -1.228391, 0.021131], [-1.469158, -0.984760, -1.045522], [-0.793068, -0.145839, 0.821128], [1.189772, 1.427563, -0.516994], [-0.559571, 1.066264, 0.376503], [2.151582, -0.304654, -0.426490], [0.168813, 2.946883, -0.493411], [-0.937020, -2.187785, 0.146697], [-2.477801, -1.344292, 0.377661], [1.345397, -0.923427, 0.137264]], "forces_ev_per_a": [[-0.4, 0.1, 0.2], [0.3, -0.1, -0.1], [-0.3, 0.2, 0.0], [-0.2, 0.0, 0.0], [-0.1, 0.0, 0.2], [-0.7, 0.5, 0.2], [-0.3, 0.7, -0.1], [0.4, -0.4, 0.0], [0.9, -1.1, 0.0], [-0.4, -0.1, 0.2], [-0.1, 0.3, 0.1], [-0.1, -0.2, -0.2], [1.1, 0.0, -0.5]], "nbo_charge": [-0.512, -0.488, 0.222, -0.637, 0.218, -0.193, 0.169, 0.054, 1.015, 0.223, 0.223, 0.224, -0.517], "molar_mass_g_mol": 98.101, "multiplicity": 1, "total_energy_ha": -344.53593, "largest_force_ev_per_a": 1.4, "smiles": "C=C=CC.O=C=O", "lumo_energy_ev": 0.614, "homo_lumo_gap_ev": 9.829, "e_above_lowest_kj_mol": 173.23}


- Number 1 is which compound?
  C26H25BrF4MnN2OP


Copy entry 2 word for word.
{"formula": "C5H6O2", "method": "ωB97M-V/def2-TZVPD", "elements": ["O", "C", "H", "C", "H", "C", "H", "C", "C", "H", "H", "H", "O"], "coordinates": [[3.044071, 0.186160, -0.992740], [0.245050, 1.900960, -0.227709], [-0.454720, -0.408681, 1.822483], [-1.453348, -1.228391, 0.021131], [-1.469158, -0.984760, -1.045522], [-0.793068, -0.145839, 0.821128], [1.189772, 1.427563, -0.516994], [-0.559571, 1.066264, 0.376503], [2.151582, -0.304654, -0.426490], [0.168813, 2.946883, -0.493411], [-0.937020, -2.187785, 0.146697], [-2.477801, -1.344292, 0.377661], [1.345397, -0.923427, 0.137264]], "forces_ev_per_a": [[-0.4, 0.1, 0.2], [0.3, -0.1, -0.1], [-0.3, 0.2, 0.0], [-0.2, 0.0, 0.0], [-0.1, 0.0, 0.2], [-0.7, 0.5, 0.2], [-0.3, 0.7, -0.1], [0.4, -0.4, 0.0], [0.9, -1.1, 0.0], [-0.4, -0.1, 0.2], [-0.1, 0.3, 0.1], [-0.1, -0.2, -0.2], [1.1, 0.0, -0.5]], "nbo_charge": [-0.512, -0.488, 0.222, -0.637, 0.218, -0.193, 0.169, 0.054, 1.015, 0.223, 0.223, 0.224, -0.517], "molar_mass_g_mol": 98.101, "multiplicity": 1, "total_energy_ha": -344.53593, "largest_force_ev_per_a": 1.4, "smiles": "C=C=CC.O=C=O", "lumo_energy_ev": 0.614, "homo_lumo_gap_ev": 9.829, "e_above_lowest_kj_mol": 173.23}